Record 1
Below is a molecular structure, C10H14BBrHfN6 at a distorted geometry, with properties calculated with ωB97M-V/def2-TZVPD.

```
33
Properties=species:S:1:pos:R:3:forces:R:3
H 1.062485 3.485427 1.633931 0.1 0.1 -0.2
N 0.844324 1.853490 0.285436 -0.2 0.8 -0.7
B 0.367024 0.408338 -1.787663 -0.6 -0.3 -0.2
N 0.705725 1.768689 -1.101868 0.6 0.1 0.5
C 0.801523 2.999543 -1.620607 0.0 -0.7 0.6
Hf 0.756208 0.125075 1.406686 -0.7 -0.4 -0.7
H 0.753428 3.123460 -2.695865 0.0 0.1 0.2
C 0.962874 3.922939 -0.581324 0.0 -0.1 0.7
H 1.059089 4.995418 -0.666793 0.0 -0.1 0.0
C 0.970238 3.183182 0.598564 0.2 -0.1 -1.1
H 0.355747 0.537082 -2.983407 -0.1 0.0 0.4
C -2.035149 -1.755748 3.966179 0.9 -0.3 -0.8
H -1.134628 -2.152061 4.451947 -0.3 0.0 0.0
H -1.805168 -0.744693 3.602303 -0.2 0.2 0.2
H -2.268788 -2.383602 3.096058 -0.1 0.0 0.3
N -1.039042 -0.014032 -1.223512 0.4 0.0 0.6
N 1.393155 -0.724272 -1.403001 0.2 0.2 0.6
N -1.227272 -0.217027 0.133978 0.8 0.0 0.7
N 1.702246 -1.009653 -0.067698 -0.1 0.0 -0.7
C -2.203540 -0.172066 -1.859203 0.3 0.0 0.6
C 2.039585 -1.595533 -2.188618 -0.4 0.4 0.8
H -2.204325 -0.052929 -2.926538 -0.3 0.0 -0.2
H 1.896091 -1.532762 -3.260912 0.2 -0.1 0.1
C -3.187643 -0.481314 -0.926613 0.3 0.0 0.5
C 2.774510 -2.471653 -1.384635 -0.1 0.0 0.8
C -2.542311 -0.507314 0.316351 0.3 0.1 -1.1
C 2.542840 -2.085916 -0.069202 -0.2 0.3 -1.0
H -4.224291 -0.673436 -1.114041 -0.2 0.0 -0.1
H 3.377194 -3.302828 -1.693199 0.1 -0.1 -0.2
H -2.949774 -0.734151 1.295308 0.1 0.1 -0.2
H 2.893292 -2.486204 0.871385 0.1 -0.1 -0.1
H -2.863103 -1.729095 4.655023 -0.2 0.1 0.2
Br 2.427443 0.423656 3.241565 -0.9 -0.2 -0.6
```
Positions in Å, forces in eV/Å.

Kohn-Sham gap = 7.74 eV
Molar mass = 487.5 g mol⁻¹
Total charge = +2
Multiplicity = 1
DFT total energy = -91551.3045 eV

=====

Record 2
Below is C4H9ClO in the gas phase at a distorted geometry, with properties calculated with ωB97M-V/def2-TZVPD.

```
15
Properties=species:S:1:pos:R:3:forces:R:3
C 1.390941 -0.145043 -0.541225 -1.3 1.3 0.0
C -0.123449 -0.284224 -0.084223 2.1 0.3 -1.1
C -1.114646 0.411687 -1.044769 0.8 0.7 0.5
O -0.469930 -1.641560 -0.016754 0.3 -0.4 1.6
C -0.223796 0.489256 1.220858 -0.9 -2.1 1.2
Cl 0.007383 -0.583762 2.759227 0.1 1.0 -1.4
H 1.591005 -0.435776 -1.547005 -0.5 0.1 -1.2
H 1.698666 0.902115 -0.365362 0.0 -0.4 -0.4
H 2.098298 -0.761394 -0.053102 0.3 -0.8 1.4
H -0.993982 0.047254 -2.072080 -0.3 0.0 0.3
H -0.904533 1.520246 -1.047148 -0.3 -1.0 0.0
H -2.113120 0.233946 -0.610880 0.3 0.1 -0.6
H -0.059549 -1.965447 0.835677 -0.7 0.2 -1.3
H -1.190483 0.894759 1.297655 -1.5 0.1 0.6
H 0.407195 1.317943 1.269131 1.5 0.9 0.3
```
Positions in Å, forces in eV/Å.

Kohn-Sham gap = 11.13 eV
SMILES = CC(C)(O)CCl
Molar mass = 108.6 g mol⁻¹
Total charge = 0
Multiplicity = 1
DFT total energy = -18863.5367 eV

=====

Record 3
Below is C4H7NO in the gas phase, with properties calculated with ωB97M-V/def2-TZVPD.

```
13
Properties=species:S:1:pos:R:3:forces:R:3
C 0.024876 1.824908 -0.091235 0.0 0.1 0.0
C 0.475001 0.384472 -0.230472 0.1 0.1 0.0
C 0.414782 -1.561264 1.351803 -0.1 -0.4 -0.2
O -0.765622 -1.796239 0.755098 0.0 0.0 0.2
C -0.964660 -1.414037 -0.560109 0.1 0.3 -0.2
N -0.426016 -0.389641 -1.049349 -0.1 -0.3 0.3
H -0.059714 2.310751 -1.065497 0.0 0.0 0.1
H 0.750759 2.365074 0.524512 -0.1 0.0 -0.1
H -0.947785 1.859914 0.410155 0.1 0.1 -0.1
H 1.486004 0.302038 -0.642223 -0.1 0.1 0.1
H 0.540611 0.006434 0.842525 0.1 0.1 -0.1
H 1.202973 -1.773766 0.586893 -0.2 0.0 0.0
H -1.714083 -2.013271 -1.070795 0.2 0.1 0.1
```
Positions in Å, forces in eV/Å.

Kohn-Sham gap = 9.41 eV
Molar mass = 85.1 g mol⁻¹
Total charge = 0
Multiplicity = 1
DFT total energy = -7794.8730 eV

=====

Record 4
Below is a molecular structure, C31H32FeN3PS4, with properties calculated with ωB97M-V/def2-TZVPD.

```
72
Properties=species:S:1:pos:R:3:forces:R:3
Fe -2.186630 -1.028805 0.829848 -0.6 0.1 0.1
C 0.341227 2.682613 -3.109111 0.0 0.0 0.0
C 0.162145 3.980490 -2.329512 0.0 0.0 0.1
C 1.541473 4.472203 -1.863017 0.0 0.0 0.0
C -0.457743 5.024396 -3.269787 0.0 0.0 -0.1
C -0.729035 3.779100 -1.097415 0.1 0.0 0.0
C -1.177626 4.915245 -0.394645 0.0 0.0 0.0
C -1.991099 4.820956 0.712217 0.0 0.0 0.0
C -2.365792 3.549788 1.138467 0.0 0.1 0.1
S -3.410584 3.114250 2.445959 -0.1 0.0 0.1
C -3.201687 1.442697 2.053875 -0.1 0.0 0.3
N -2.410280 1.213804 1.047458 0.2 0.0 -0.4
C -1.913538 2.406281 0.489381 -0.1 -0.4 0.0
C -1.089227 2.520576 -0.636461 -0.1 -0.1 -0.1
C -3.863402 0.352557 2.802164 0.0 0.3 -0.1
C -4.817887 0.627169 3.780644 0.0 0.1 0.0
C -5.471549 -0.416580 4.413915 0.0 0.0 0.0
C -5.170180 -1.722644 4.051000 0.0 0.0 0.0
C -4.210751 -1.975425 3.075889 0.0 0.1 0.2
C -3.514510 -0.950426 2.432150 0.0 -0.1 -0.2
H 0.933612 2.871975 -4.008198 0.0 0.0 0.1
H -0.615919 2.256301 -3.420961 0.1 0.0 0.0
H 0.868984 1.928662 -2.526007 0.0 0.0 0.0
H 2.208020 4.599646 -2.722618 -0.1 0.0 0.1
H 1.997144 3.746881 -1.183806 0.0 0.0 0.0
H 1.467501 5.430265 -1.341075 0.0 0.0 0.0
H 0.146337 5.098616 -4.179224 0.0 0.0 0.1
H -0.501739 6.019738 -2.823965 0.0 0.0 0.0
H -1.471839 4.733430 -3.559430 0.1 0.0 0.0
H -0.886323 5.901483 -0.735295 0.0 -0.1 0.0
H -2.338582 5.708717 1.227178 0.0 0.0 0.0
H -0.775040 1.614253 -1.144884 0.0 0.1 0.1
H -5.063822 1.650230 4.044575 0.0 0.0 0.0
H -6.217003 -0.213294 5.172136 0.0 0.0 0.0
H -5.695458 -2.547094 4.519937 0.0 0.0 0.0
H -4.015527 -3.007843 2.801307 -0.1 0.0 0.0
C -0.086686 -3.670614 3.176850 0.0 0.1 -0.1
N -1.239237 -3.354850 2.348064 -0.1 -0.3 0.2
C -1.517133 -3.956697 1.179037 0.2 0.2 0.2
N -0.590396 -4.783918 0.686110 0.0 -0.1 -0.4
S -2.962329 -3.629251 0.367890 0.0 0.2 -0.2
H -0.252108 -3.260829 4.170697 0.0 0.0 -0.1
H 0.821842 -3.217937 2.771569 0.0 0.0 0.0
H 0.051841 -4.749702 3.261364 0.0 0.0 0.0
H -2.039665 -2.931634 2.790666 0.0 0.2 0.1
H 0.367738 -4.716855 0.988148 0.1 0.0 0.0
H -0.728045 -5.056777 -0.274452 0.0 0.0 0.0
S 0.628876 -0.896217 -3.522735 0.1 -0.1 -0.1
P 1.218209 -1.262090 -1.708671 -0.2 0.0 -0.1
S -0.208829 -1.258461 -0.259279 0.6 -0.1 0.2
C 2.024733 -2.890029 -1.519867 0.2 -0.1 0.0
C 2.537177 -3.261159 -0.275114 0.0 0.0 0.1
C 3.219251 -4.459093 -0.122250 -0.1 0.0 0.0
C 3.390918 -5.301675 -1.217758 0.0 0.0 0.0
C 2.892637 -4.932623 -2.458148 -0.1 0.1 0.0
C 2.215066 -3.722067 -2.614819 0.0 -0.1 0.1
C 2.541659 -0.141123 -1.137620 0.1 0.1 0.0
C 2.542921 0.470216 0.111250 0.1 0.1 0.0
C 3.589805 1.315253 0.473716 -0.1 0.0 -0.1
C 4.634995 1.548643 -0.407828 0.0 0.0 0.0
C 4.639821 0.934526 -1.656359 0.0 0.0 0.0
C 3.598149 0.093759 -2.021714 0.0 0.1 0.1
H 2.413650 -2.588304 0.569917 0.0 -0.1 -0.1
H 3.629183 -4.734544 0.844162 0.0 0.0 -0.1
H 3.922587 -6.240086 -1.101128 0.0 0.1 0.0
H 3.030834 -5.584541 -3.312666 0.0 0.0 0.0
H 1.824916 -3.417163 -3.578667 0.0 0.0 0.0
H 1.718895 0.293871 0.790053 0.0 0.0 0.0
H 3.579985 1.801190 1.442634 0.0 0.0 0.0
H 5.446467 2.211177 -0.125567 -0.1 0.0 0.0
H 5.453907 1.119271 -2.348651 -0.1 0.0 0.0
H 3.584699 -0.369878 -3.001525 0.0 0.0 0.0
```
Positions in Å, forces in eV/Å.

⟨S²⟩ = 6.02
Kohn-Sham gap (spin up / spin down) = 7.91 / 7.96 eV
Molar mass = 661.7 g mol⁻¹
Total charge = 0
Multiplicity = 5
DFT total energy = -124156.9242 eV

=====

Record 5
Below is 3 unconnected molecules or ions with the total composition C10H18O7S at a distorted geometry, with properties calculated with ωB97M-V/def2-TZVPD.

```
36
Properties=species:S:1:pos:R:3:forces:R:3
C 7.848883 -1.646084 2.844708 -0.2 0.0 -1.0
C 8.639993 -1.445424 1.529458 -1.0 0.4 2.1
C 7.884773 -1.808584 0.277268 1.2 -0.8 0.2
O 7.352263 -0.567384 -0.068442 -2.5 1.2 -1.3
C 7.912173 0.509646 0.527118 1.7 2.1 -1.5
O 7.790153 1.712926 0.166338 0.2 -5.4 2.1
O 8.834623 -0.016324 1.411318 0.3 0.9 -0.5
H 8.473033 -1.339574 3.684118 0.1 -0.4 0.0
H 7.659153 -2.716314 2.762828 -0.3 -0.1 1.0
H 6.932823 -1.062144 2.933958 -0.2 -0.2 -0.4
H 9.473093 -2.082244 1.826948 1.1 0.8 -1.2
H 7.250973 -2.680664 0.438168 -1.3 0.8 0.5
H 8.416163 -2.234314 -0.573892 1.0 0.7 -0.1
C -6.819577 2.545146 0.900928 1.0 1.7 1.8
C -7.735687 2.674466 -0.280482 1.6 -1.9 3.4
C -7.283587 3.614776 -1.290462 -2.1 1.7 0.4
O -7.039897 2.796376 -2.396742 1.6 3.7 -1.8
C -7.372717 1.564076 -2.209122 -0.6 -2.4 -1.0
O -7.486787 0.793466 -3.144972 0.2 0.7 2.7
O -7.517077 1.417646 -0.851242 -1.7 -2.7 -2.2
H -6.891327 1.613736 1.462548 -0.4 0.2 -0.1
H -6.897027 3.417526 1.549828 -0.9 -0.1 0.7
H -5.758097 2.722046 0.727548 0.2 -0.7 -1.1
H -8.743327 2.893406 0.072838 -0.3 -0.7 -0.3
H -6.587127 4.312176 -0.824982 1.0 -0.3 -1.2
H -8.212787 4.172126 -1.409032 0.4 0.7 -1.2
C 0.202633 -1.462294 -1.573392 -0.8 0.0 -1.8
S -1.346047 -2.475864 -1.799652 0.3 -1.8 3.0
O -0.933637 -3.916634 -1.590192 -0.3 1.1 -0.8
C -2.228557 -2.036584 -0.184192 0.1 1.5 -1.6
H 0.174933 -0.591644 -0.918172 0.0 -0.4 0.2
H 0.197443 -1.107434 -2.603992 0.3 0.8 -0.1
H 1.103423 -2.075214 -1.604902 -0.3 -0.3 0.9
H -2.385037 -0.969674 -0.343242 0.3 0.5 0.3
H -1.633227 -2.184144 0.716868 -0.1 -0.4 -0.3
H -3.275017 -2.341014 -0.165682 0.4 -1.0 0.0
```
Positions in Å, forces in eV/Å.

Kohn-Sham gap = 9.42 eV
Molar mass = 282.3 g mol⁻¹
Total charge = 0
Multiplicity = 1
DFT total energy = -35825.7447 eV

=====

Record 6
Below is a molecular structure, C26H50GeN2O4Ru, with properties calculated with ωB97M-V/def2-TZVPD.

```
84
Properties=species:S:1:pos:R:3:forces:R:3
Ru 0.852079 -1.036226 -0.320145 0.5 -0.1 -0.2
C 0.566465 3.985236 -0.524523 0.0 0.0 0.0
C -0.158365 3.346499 0.650623 0.1 -0.1 0.0
C -1.663470 3.407724 0.455828 0.0 0.0 0.0
C 0.234610 4.008579 1.963985 0.0 0.0 0.0
O 0.191572 1.922915 0.686409 -0.3 -0.2 0.1
Ge 1.842602 1.410348 1.129795 0.3 0.3 0.3
O 2.034972 0.426729 -0.689085 -0.2 -0.3 -0.4
C 3.365819 0.395817 -1.420033 -0.1 0.0 0.0
C 4.158024 -0.773698 -0.873176 0.0 0.0 0.0
C 3.065947 0.247489 -2.898226 0.0 0.0 0.0
C 4.043805 1.722664 -1.137451 0.0 0.0 0.0
O 1.176328 -0.494577 1.532879 -0.2 0.0 0.2
C 1.729867 -1.310126 2.663801 0.0 0.0 -0.2
C 2.695915 -0.442328 3.449926 0.0 0.0 0.0
C 0.525376 -1.691639 3.502749 0.0 0.0 0.0
C 2.437296 -2.531962 2.102624 0.0 0.0 0.0
H 0.295359 5.036675 -0.619970 0.0 0.0 0.0
H 0.313298 3.480369 -1.457783 0.0 0.0 0.0
H 1.650174 3.939680 -0.381658 0.0 0.0 0.0
H -1.991470 4.444972 0.389333 0.0 0.0 0.0
H -2.175636 2.945997 1.301534 0.0 0.0 0.0
H -1.952100 2.899381 -0.467521 0.0 0.0 0.0
H -0.083201 5.051299 1.972937 0.0 0.0 0.0
H 1.319310 4.010152 2.105486 0.0 0.0 0.0
H -0.233624 3.505460 2.812642 0.0 0.0 0.0
H 3.621601 -1.719630 -1.010838 0.0 0.0 0.0
H 4.394012 -0.638688 0.183620 0.0 0.0 0.0
H 5.099455 -0.861503 -1.416564 0.0 0.0 0.0
H 2.686828 -0.745912 -3.141294 0.0 0.0 0.0
H 3.990170 0.381883 -3.460128 0.0 0.0 0.0
H 2.359685 1.004959 -3.235006 0.0 0.0 0.0
H 4.322899 1.830850 -0.088805 0.0 0.0 0.0
H 3.415706 2.561558 -1.442783 0.0 0.0 0.0
H 4.964187 1.775720 -1.719697 0.0 0.0 0.0
H 2.215007 0.461496 3.829958 0.0 0.0 0.0
H 3.572779 -0.166748 2.861191 0.0 0.0 0.0
H 3.047296 -1.005661 4.314862 0.0 0.0 0.0
H 0.040255 -0.800085 3.901827 0.0 0.0 0.0
H 0.839463 -2.307204 4.346366 0.0 0.0 0.0
H -0.191347 -2.267765 2.912341 0.0 0.0 0.0
H 3.116259 -2.259056 1.290914 0.0 0.0 0.0
H 1.725156 -3.283419 1.763844 0.0 0.0 0.0
H 3.043792 -2.990654 2.883532 0.0 0.0 0.0
C -5.882185 1.303738 -0.571593 0.1 0.0 0.1
C -4.617527 0.820051 0.029509 -0.3 0.1 0.3
C -4.438377 0.737995 1.403043 0.0 0.0 0.0
C -3.232021 0.302657 1.938689 -0.3 0.2 0.2
C -3.019867 0.246602 3.406730 -0.1 -0.1 -0.1
C -2.167927 -0.067265 1.061776 0.2 -0.1 -0.3
C -2.304987 -0.034336 -0.354540 0.0 0.0 -0.1
C -3.554033 0.423332 -0.848109 0.3 -0.1 -0.2
N -1.257982 -0.423574 -1.091381 -0.1 0.0 0.0
C -1.141546 -0.417936 -2.560067 0.0 0.0 0.0
C -0.070809 -1.466223 -2.894652 0.0 0.0 0.1
C -2.375366 -0.810236 -3.385942 0.0 0.0 0.0
C -0.676150 0.996259 -2.943202 0.0 0.0 0.0
H -6.622101 1.568290 0.178280 0.0 0.0 0.0
H -6.300343 0.538191 -1.233993 0.0 0.0 0.0
H -5.686197 2.176124 -1.204677 0.0 0.0 0.0
H -5.246831 1.022263 2.064596 0.0 0.0 0.0
H -3.961679 0.204149 3.949614 0.0 0.0 0.0
H -2.498596 1.157775 3.726838 0.0 0.0 0.0
H -2.392764 -0.598528 3.689108 0.0 0.0 0.0
H -1.225689 -0.383194 1.492160 0.0 0.0 0.0
H -3.740886 0.491954 -1.905625 0.0 0.0 0.0
H -0.464984 -2.480251 -2.839289 0.0 0.0 0.0
H 0.866635 -1.466556 -2.275645 0.0 0.2 0.0
H 0.325061 -1.290375 -3.894594 0.0 -0.1 0.0
H -2.918619 -1.647602 -2.945246 0.0 0.0 0.0
H -2.032357 -1.125900 -4.371788 0.0 0.0 0.0
H -3.049744 0.023115 -3.565718 0.0 0.0 0.0
H 0.210829 1.292791 -2.384818 0.0 0.0 0.0
H -1.468604 1.717404 -2.736608 0.0 0.0 0.0
H -0.459085 1.026902 -4.011430 0.0 0.0 0.0
C 1.485771 -4.453129 -0.985273 0.0 0.0 0.0
C 0.256275 -4.053466 -0.238789 0.1 0.0 0.0
N -0.524020 -4.989299 0.247521 0.0 0.0 0.0
O -0.053899 -2.836895 -0.034277 -0.1 0.1 0.2
H 1.326680 -5.369578 -1.551458 0.0 0.0 0.0
H 2.291789 -4.635889 -0.270319 0.0 0.0 0.0
H 1.795145 -3.661309 -1.664747 0.0 0.0 0.0
H -0.329311 -5.967782 0.091505 0.0 0.0 0.0
H -1.347863 -4.747816 0.780115 0.0 0.0 0.0
```
Positions in Å, forces in eV/Å.

⟨S²⟩ = 8.80
Kohn-Sham gap (spin up / spin down) = 7.45 / 4.72 eV
Molar mass = 628.4 g mol⁻¹
Total charge = +3
Multiplicity = 6
DFT total energy = -98014.6061 eV